(1)
{
  "formula": "CNa11O3",
  "method": "the ωB97M-V functional and the def2-TZVPD basis",
  "total_charge": 9,
  "gap_ev": 10.6,
  "e_tot_ev": -55609.265,
  "homo_ev": -41.7,
  "e_lumo_ev": -31.08,
  "molar_mass_g_mol": 312.90,
  "symbols": ["C", "O", "Na", "O", "Na", "Na", "Na", "Na", "O", "Na", "Na", "Na", "Na", "Na", "Na"],
  "xyz": [[0.0324, 0.1156, -0.1061], [-0.2311, -0.6294, -1.1002], [-1.7482, -2.2522, -2.3220], [0.1710, -0.5342, 0.9915], [0.9840, 3.0261, 1.7388], [1.3888, -0.5621, -3.5974], [-2.5034, 2.5635, 0.6073], [0.3101, -2.9160, 2.0701], [0.1935, 1.3749, -0.0921], [1.2644, -2.6165, -1.0542], [-0.5909, 0.0550, 3.5409], [-1.3147, 1.5195, -2.4519], [2.3942, -0.3255, 2.4140], [-2.1503, -1.6517, 0.8742], [1.8001, 2.8330, -1.5129]]
}

(2)
{
  "formula": "C4H9N2O",
  "method": "the ωB97M-V functional and the def2-TZVPD basis",
  "total_charge": 1,
  "gap_ev": 9.3,
  "e_tot_ev": -9311.601,
  "homo_ev": -14.7,
  "e_lumo_ev": -5.42,
  "molar_mass_g_mol": 101.13,
  "symbols": ["H", "H", "C", "C", "N", "H", "N", "H", "H", "C", "H", "H", "O", "H", "H", "C"],
  "xyz": [[2.6062, 0.8106, 0.6651], [3.1434, -0.8637, 0.0542], [2.4113, 0.0305, 0.0430], [-2.1011, 0.8046, -0.5205], [0.0663, 0.4429, 0.5878], [-1.4422, 0.7448, -1.4701], [0.5283, -1.4492, -0.4806], [0.7830, -2.3614, -0.2030], [-2.1082, 1.7523, 0.0169], [1.0102, -0.3813, 0.1118], [-1.9376, -0.1282, 1.4382], [-3.1845, 0.4348, -0.7205], [-1.1657, -1.4034, 0.0094], [2.4676, 0.2711, -0.9657], [0.2536, 1.4120, 1.0162], [-1.3304, -0.1165, 0.4178]]
}

(3)
{
  "formula": "C16H20N6O2",
  "method": "the ωB97M-V functional and the def2-TZVPD basis",
  "total_charge": 0,
  "gap_ev": 9.1,
  "e_tot_ev": -29950.636,
  "homo_ev": -8.6,
  "e_lumo_ev": 0.46,
  "smiles": "NCc1nnc(Cn2c(CN3CCOCC3)nc3ccccc32)o1",
  "molar_mass_g_mol": 328.38,
  "symbols": ["C", "O", "C", "H", "C", "N", "H", "C", "H", "H", "C", "C", "H", "C", "C", "H", "H", "H", "C", "C", "H", "H", "C", "O", "N", "C", "C", "H", "H", "H", "C", "C", "H", "C", "H", "H", "H", "H", "N", "H", "N", "H", "N", "N"],
  "xyz": [[-0.4004, 3.3610, -1.3657], [-0.0226, 2.0600, -1.1082], [1.6852, -1.7276, -2.5282], [3.6338, -1.5646, -3.4873], [-1.2014, 0.5251, 3.5329], [-0.5177, 4.0775, -0.2977], [3.3523, -1.0706, 0.2090], [0.1106, 2.0848, 0.2493], [-0.0152, 4.0630, -3.3577], [-3.7146, -1.1437, 5.1549], [0.6306, 0.9052, 0.9576], [-2.1439, -1.1923, 2.1148], [-1.5843, 2.1317, -3.4289], [1.6957, -2.4606, -0.2237], [3.1894, -1.3910, -2.4892], [-1.3084, 4.8969, -2.4566], [1.0885, 1.1935, 1.9186], [-0.7458, -0.6495, -1.8209], [-1.2478, -0.1736, 2.3249], [-3.0086, -0.8342, 4.3768], [1.5610, -2.7367, -2.8900], [-1.9412, 0.7111, 5.5426], [-0.9362, -1.0563, 0.3130], [3.7876, -2.1888, -1.4524], [-1.9056, 3.0818, -3.3223], [3.1864, -2.0880, -0.1644], [-0.3879, -1.3962, -1.0875], [1.1911, -1.0379, -3.2281], [-0.4802, 1.2976, 3.6193], [1.5276, -3.4814, -0.5817], [-3.0527, -1.5199, 3.1562], [-0.8767, 3.9341, -2.6647], [1.4203, 0.4448, 0.4056], [-2.0191, 0.1607, 4.5928], [-2.7461, 3.1175, -2.7833], [1.3042, -2.4259, 0.8266], [3.3278, -0.3524, -2.2663], [3.6614, -2.7814, 0.5262], [-0.4685, -0.0505, 1.1884], [-0.7978, -2.3650, -1.3888], [1.0703, -1.5255, -1.1767], [-3.7798, -2.3131, 3.0026], [-0.1843, 3.2517, 0.7257], [-1.9368, -1.7715, 0.8324]]
}